{
  "formula": "C3H6O",
  "method": "wB97M-V/def2-TZVPD",
  "species": ["O", "C", "C", "C", "H", "H", "H", "H", "H", "H"],
  "coordinates": [[1.405, 0.325, -0.432], [0.589, -0.559, -0.588], [-0.828, -0.454, -0.078], [-0.936, 0.673, 0.963], [0.983, -1.362, -1.227], [-1.513, -0.502, -0.923], [-0.952, -1.394, 0.472], [-0.857, 1.637, 0.484], [-1.844, 0.586, 1.561], [-0.144, 0.500, 1.690]],
  "forces_ev_per_angstrom": [[-0.3, 0.0, 0.5], [0.9, 1.5, -0.9], [0.9, -0.9, 1.0], [-0.3, -0.8, -0.3], [-0.8, -0.8, 0.1], [-0.2, 0.3, 0.0], [-0.3, -0.2, -0.2], [0.1, 0.4, 0.2], [-0.2, 0.2, -0.4], [0.3, 0.4, -0.2]],
  "nbo_charge": [-0.532, 0.420, -0.509, -0.603, 0.123, 0.233, 0.219, 0.220, 0.210, 0.219],
  "total_charge": 0,
  "total_energy_ha": -193.1222,
  "relative_energy_kcal_mol": 13.19,
  "gap_ev": 10.83,
  "e_lumo_ev": 1.052,
  "smiles": "CCC=O"
}